(1)
C25H36NO2Ti | wB97M-V/def2-TZVPD

The calculation puts the LUMO energy at -4.198 eV. The relative energy (zero: lowest compared OMol25 entry of this formula, charge and spin) comes out at 0.0 kcal per mole. For the frontier orbital gap, the calculation gives 5.357 eV. As for the total charge: +1. For the total energy, the calculation gives -55201.8686 eV.

Positions of all 65 atoms, in Å:
O: 0.10 -0.25 -4.37
C: 0.03 1.06 -5.05
C: -0.05 0.50 -6.45
H: 0.93 1.65 -4.85
H: -0.86 1.63 -4.75
C: 0.02 -0.86 -5.71
H: 0.84 0.70 -7.05
H: -0.97 0.67 -6.99
C: 1.31 -1.56 -6.13
H: 2.15 -0.88 -6.00
H: 1.26 -1.82 -7.19
H: 1.47 -2.48 -5.55
C: -1.23 -1.71 -5.87
H: -2.13 -1.15 -5.58
H: -1.16 -2.62 -5.26
H: -1.37 -2.02 -6.92
Ti: -0.26 -0.52 2.13
C: -2.13 -0.78 3.28
C: -1.98 0.65 3.23
C: -2.12 1.08 1.88
H: -1.91 1.32 4.09
C: -2.40 -0.08 1.09
C: -2.40 -1.23 1.94
H: -2.64 -2.24 1.63
H: -2.13 -1.39 4.18
H: -2.13 2.11 1.56
H: -2.77 -0.08 0.07
C: 0.83 -2.07 3.53
C: -0.15 -2.76 2.74
C: 0.22 -2.63 1.37
H: -0.98 -3.35 3.14
C: 1.43 -1.86 1.30
C: 1.80 -1.52 2.64
H: 2.72 -1.01 2.93
H: 0.91 -2.09 4.61
H: -0.26 -3.13 0.53
H: 2.04 -1.68 0.41
O: 0.32 0.43 -0.15
C: -0.23 -0.40 -1.25
C: -1.19 0.52 -1.97
H: -0.67 -1.32 -0.84
H: 0.61 -0.68 -1.90
C: -0.29 1.77 -2.02
H: -2.10 0.77 -1.39
H: -1.47 0.14 -2.94
C: 0.20 1.82 -0.59
H: -0.80 2.67 -2.37
H: 0.54 1.53 -2.70
H: -0.55 2.32 0.03
H: 1.16 2.33 -0.46
C: -0.34 0.02 5.83
C: 0.53 0.87 5.00
C: 1.33 1.90 5.53
C: 2.07 2.44 4.46
C: 1.71 1.73 3.30
C: 2.35 1.91 1.98
N: 0.72 0.82 3.62
H: -1.40 0.29 5.74
H: -0.06 0.21 6.88
H: -0.23 -1.05 5.65
H: 1.34 2.16 6.58
H: 2.81 3.24 4.49
H: 1.85 2.69 1.41
H: 3.38 2.25 2.14
H: 2.38 0.99 1.39

(2)
C21H21FN2O3 | wB97M-V/def2-TZVPD

The calculation puts the LUMO energy at -0.338 eV. The relative energy (zero: lowest compared OMol25 entry of this formula, charge and spin) comes out at 13.8 kcal per mole. For the frontier orbital gap, the calculation gives 8.190 eV. As for the structure (SMILES): CN(C)CCN1C(=O)C(=O)/C(=C(/O)c2ccccc2)[C@H]1c1ccccc1F. For the total energy, the calculation gives -33957.8352 eV.

Positions of all 48 atoms, in Å:
C: -5.56 -1.68 -1.07
N: -4.69 -1.19 -0.02
C: -5.05 0.16 0.37
C: -3.29 -1.29 -0.37
C: -2.42 -1.47 0.89
N: -1.02 -1.32 0.61
C: -0.28 -2.27 -0.01
O: -0.67 -3.35 -0.37
C: 1.15 -1.71 -0.13
O: 2.08 -2.28 -0.65
C: 1.10 -0.39 0.47
C: 2.09 0.53 0.56
O: 1.78 1.77 1.00
C: 3.49 0.27 0.20
C: 4.18 1.21 -0.58
C: 5.50 1.00 -0.92
C: 6.16 -0.14 -0.47
C: 5.49 -1.06 0.32
C: 4.16 -0.86 0.65
C: -0.32 -0.08 0.87
C: -0.92 1.06 0.07
C: -0.72 1.14 -1.30
C: -1.30 2.15 -2.04
C: -2.10 3.10 -1.42
C: -2.31 3.04 -0.06
C: -1.72 2.02 0.66
F: -1.95 1.96 2.00
H: -5.31 -2.72 -1.29
H: -6.59 -1.64 -0.73
H: -5.47 -1.09 -2.00
H: -6.09 0.17 0.69
H: -4.43 0.49 1.20
H: -4.93 0.88 -0.46
H: -2.94 -0.41 -0.93
H: -3.13 -2.17 -1.00
H: -2.70 -0.75 1.66
H: -2.59 -2.48 1.29
H: 2.58 2.32 1.05
H: 3.66 2.08 -0.95
H: 6.01 1.72 -1.54
H: 7.19 -0.30 -0.74
H: 6.00 -1.94 0.67
H: 3.65 -1.57 1.27
H: -0.39 0.17 1.94
H: -0.11 0.39 -1.79
H: -1.14 2.20 -3.11
H: -2.56 3.89 -2.00
H: -2.93 3.76 0.45